[1]
50
Properties=species:S:1:pos:R:3:forces:R:3 method="wB97M-V/def2-TZVPD" smiles="CCc1cc([C@](C#CC2CC2)(OCc2c(F)cccc2Cl)C(F)(F)F)c(=O)[nH]c1C" homo_lumo_gap_ev=8.3 e_lumo_ev=0.07 homo_energy_ev=-8.201 de_lowest_kcal_mol=76.8 largest_force_ev_per_a=4.4
O -1.918 0.051 -2.717 -2.4 0.1 -1.1
F -0.843 -3.045 0.191 1.0 -0.8 -1.0
F -3.837 1.051 -1.309 3.1 2.3 0.4
F -2.538 3.115 -1.454 -0.6 -3.6 0.9
F -3.627 2.398 0.335 1.9 -0.4 -1.1
Cl -3.890 -0.758 3.315 -1.2 1.9 0.7
C -0.067 3.175 1.098 -0.7 -2.0 -2.6
C -0.818 2.346 0.567 2.3 2.9 1.7
O -1.634 0.298 0.990 -1.8 -0.5 -0.8
C -0.762 0.185 -2.427 -0.7 0.1 1.4
C 0.920 0.373 -0.622 -2.1 0.8 -1.6
C 1.426 -0.655 -2.788 3.4 1.9 1.5
C 1.895 -0.257 -1.506 -2.8 0.5 -0.2
C -0.396 0.691 -1.128 2.6 -0.6 2.3
C -2.245 -4.340 3.232 -1.3 1.5 0.9
C -1.397 -4.261 2.148 -0.3 -1.7 -0.9
C -3.047 -3.242 3.583 -0.5 1.0 0.8
C -1.508 -3.173 1.323 -1.0 2.0 0.7
C -3.003 -2.064 2.848 1.7 -2.4 -2.5
C -2.309 -2.066 1.608 0.6 1.3 0.6
N 0.174 -0.286 -3.282 3.4 -1.1 0.7
C 2.589 -1.172 -3.660 -1.3 1.0 -1.2
C -2.434 -0.864 0.626 0.5 -1.4 0.4
C 3.168 -1.651 0.031 -1.9 -2.0 0.7
C 3.257 -0.482 -0.866 -0.2 0.7 -1.0
C 2.187 4.188 0.230 -1.1 2.4 3.5
C 1.324 5.370 0.876 0.9 -0.2 2.2
C 1.191 3.938 1.389 -1.3 -1.1 0.6
C -2.826 1.928 -0.727 -3.6 0.2 1.2
C -1.503 1.231 -0.087 1.5 0.5 -0.9
H 1.255 0.639 0.415 -0.7 -0.2 -1.0
H -2.400 -5.195 3.849 0.5 -0.8 0.1
H -0.916 -5.165 1.760 0.2 0.5 0.4
H -3.777 -3.084 4.423 1.1 -1.3 -0.5
H -0.167 -0.757 -4.108 -0.2 0.1 0.0
H 2.285 -1.280 -4.702 -0.1 -0.2 0.0
H 3.509 -0.541 -3.714 -1.0 -0.2 0.5
H 2.851 -2.124 -3.291 0.5 -1.2 0.3
H -2.129 -1.156 -0.407 -0.6 0.1 0.8
H -3.504 -0.711 0.754 0.0 1.0 -0.8
H 4.048 -1.915 0.597 0.4 0.1 0.0
H 2.335 -1.472 0.750 0.6 -0.2 -0.2
H 2.804 -2.544 -0.546 0.6 0.6 0.5
H 3.971 -0.659 -1.655 0.5 0.1 0.0
H 3.577 0.383 -0.253 -0.3 -0.1 -0.7
H 1.859 3.883 -0.696 -0.4 -0.7 -1.9
H 3.252 4.260 0.447 -0.3 -0.3 -0.1
H 0.405 5.802 0.457 0.7 -0.4 -0.3
H 1.787 6.084 1.684 -0.5 -1.4 -2.0
H 1.424 3.532 2.421 0.8 1.3 -1.2


[2]
48
Properties=species:S:1:pos:R:3:forces:R:3 method="wB97M-V/def2-TZVPD" smiles="Cc1onc(-c2ccccc2Cl)c1C(=O)NCCn1c(C)cc2ccccc21" homo_lumo_gap_ev=8.5 e_lumo_ev=0.58 homo_energy_ev=-7.971 de_lowest_kcal_mol=37.6 largest_force_ev_per_a=1.3
C -0.626 -1.682 2.141 0.2 -0.1 0.0
C 0.737 -1.585 1.563 0.3 0.7 -0.5
C 1.403 -0.633 0.827 0.0 -0.8 0.2
C 2.696 -1.213 0.628 -0.8 -0.2 0.4
N 2.760 -2.388 1.194 1.2 0.1 -0.5
O 1.558 -2.625 1.769 -0.8 0.1 0.2
C 3.824 -0.612 -0.078 0.4 0.0 -0.1
C 4.463 -1.310 -1.097 0.0 0.1 0.1
C 5.510 -0.737 -1.794 0.1 0.0 -0.1
C 5.935 0.542 -1.478 0.0 0.0 0.0
C 5.324 1.244 -0.453 -0.1 0.0 0.0
C 4.277 0.666 0.241 0.2 -0.2 -0.2
Cl 3.566 1.535 1.553 0.1 0.3 0.3
H 5.657 2.236 -0.189 0.0 0.1 0.0
H 6.748 0.996 -2.023 0.1 0.0 0.0
H 5.993 -1.288 -2.587 0.0 0.0 -0.1
H 4.118 -2.305 -1.334 0.0 -0.1 0.0
C 0.958 0.633 0.214 -0.3 -0.2 0.4
O 1.453 1.078 -0.803 0.0 0.1 -0.3
N -0.046 1.265 0.871 -0.2 0.2 0.1
H -0.495 0.814 1.649 0.1 0.0 0.0
C -0.647 2.460 0.326 0.0 0.0 -0.4
H 0.156 3.105 -0.041 -0.1 0.0 0.1
C -1.589 2.143 -0.854 0.4 0.3 0.2
N -2.561 1.143 -0.511 -0.2 0.0 -0.1
C -2.401 -0.207 -0.699 -0.3 -0.6 0.0
C -1.393 -0.923 -1.335 0.1 0.0 -0.1
C -1.504 -2.297 -1.366 0.1 0.0 -0.1
C -2.594 -2.955 -0.789 -0.1 -0.2 0.0
C -3.604 -2.254 -0.170 0.0 0.1 0.0
C -3.517 -0.862 -0.119 0.4 0.1 -0.2
C -4.344 0.158 0.422 0.0 0.2 0.1
C -3.739 1.355 0.170 -0.3 -0.1 0.2
C -4.219 2.723 0.506 0.1 0.0 -0.1
H -5.187 2.653 0.995 0.0 0.0 0.0
H -3.531 3.239 1.176 0.0 0.1 0.0
H -4.331 3.327 -0.394 0.0 0.1 0.0
H -5.279 0.016 0.928 -0.2 0.1 0.1
H -4.450 -2.762 0.267 -0.1 -0.1 0.0
H -2.640 -4.033 -0.838 0.0 -0.1 0.0
H -0.734 -2.878 -1.850 0.1 0.0 0.0
H -0.546 -0.433 -1.790 0.1 0.1 0.0
H -2.090 3.061 -1.170 0.0 -0.1 -0.1
H -0.986 1.769 -1.684 -0.1 0.1 0.0
H -1.183 2.969 1.128 0.0 0.0 0.0
H -0.828 -2.721 2.386 -0.1 0.0 0.0
H -0.696 -1.096 3.058 0.0 0.0 0.1
H -1.376 -1.334 1.433 -0.1 0.0 -0.1


[3]
60
Properties=species:S:1:pos:R:3:forces:R:3 method="wB97M-V/def2-TZVPD" homo_lumo_gap_ev="8.4 / 6.2" e_lumo_ev="0.34 / -1.90" homo_energy_ev="-8.089 / -8.060" largest_force_ev_per_a=1.8 multiplicity=6
Fe 0.772 0.414 -1.828 0.7 -0.8 1.5
C -5.082 1.492 1.455 0.0 0.0 0.0
C -3.697 1.041 1.088 0.1 0.0 0.0
C -2.597 1.361 1.873 -0.1 0.0 0.0
C -1.340 0.913 1.527 0.2 -0.1 -0.1
C -1.119 0.134 0.381 -0.6 0.2 0.6
N 0.180 -0.266 0.080 0.4 0.0 -0.7
C 0.939 -0.882 1.009 -0.1 -0.2 0.4
C 0.325 -1.452 2.160 -0.1 0.1 -0.1
C 1.048 -1.956 3.209 0.1 0.0 0.1
C 2.440 -1.935 3.175 0.0 0.0 -0.2
C 3.284 -2.417 4.315 -0.1 0.0 -0.1
C 3.056 -1.497 2.000 -0.2 0.0 0.1
C 2.359 -1.019 0.904 0.2 0.0 -0.2
C 3.174 -0.683 -0.365 0.1 0.4 0.0
O 2.490 -0.457 -1.505 -0.8 0.3 -0.3
C 4.027 0.600 -0.087 0.0 0.3 0.0
F 4.685 0.631 1.085 0.0 -0.1 -0.1
F 4.926 0.824 -1.050 -0.1 0.0 0.1
F 3.191 1.671 -0.072 0.1 -0.1 0.1
C 4.156 -1.864 -0.686 0.1 -0.1 -0.2
F 4.621 -1.761 -1.931 -0.1 -0.1 0.1
F 5.246 -1.914 0.121 -0.1 0.0 0.0
F 3.531 -3.045 -0.578 0.0 0.1 0.0
C -2.223 -0.152 -0.450 0.2 -0.1 -0.3
C -3.480 0.292 -0.067 -0.1 0.1 0.3
C -1.996 -0.952 -1.747 0.0 -0.4 0.0
O -0.955 -0.502 -2.485 0.1 0.0 0.2
C -3.226 -0.880 -2.700 -0.1 0.1 -0.2
F -2.941 -1.397 -3.897 -0.1 0.1 0.1
F -4.331 -1.511 -2.250 0.1 0.1 0.0
F -3.568 0.414 -2.918 0.0 -0.1 0.1
C -1.804 -2.457 -1.350 0.0 -0.2 0.1
F -0.554 -2.682 -0.924 -0.1 0.0 0.0
F -2.033 -3.302 -2.365 0.1 0.1 0.0
F -2.634 -2.823 -0.345 0.1 0.1 -0.1
H -5.089 1.956 2.440 -0.1 0.0 0.0
H -5.771 0.647 1.458 0.0 0.0 0.0
H -5.457 2.219 0.733 0.0 0.0 0.0
H -2.726 1.951 2.772 0.0 0.0 0.0
H -0.486 1.161 2.147 0.0 0.0 0.0
H -0.755 -1.492 2.189 0.0 0.0 0.0
H 0.534 -2.374 4.066 0.0 0.0 0.0
H 2.674 -2.668 5.180 0.0 0.0 0.0
H 4.005 -1.651 4.605 0.0 0.0 0.0
H 3.850 -3.300 4.013 0.0 0.0 0.1
H 4.132 -1.549 1.966 0.0 0.0 -0.1
H -4.348 0.050 -0.661 0.0 0.0 0.0
N 0.594 2.570 -0.806 0.4 -0.3 0.4
C -0.551 3.196 -1.443 0.0 0.0 -0.2
C -0.278 3.122 -2.936 -0.1 0.0 0.0
N -0.003 1.713 -3.278 0.0 0.9 -0.8
H 0.500 2.519 0.201 0.0 -0.1 0.0
H 1.451 3.078 -0.998 0.0 0.0 0.0
H -0.728 4.227 -1.121 0.0 0.0 -0.1
H -1.438 2.603 -1.206 0.0 0.1 0.0
H 0.613 3.710 -3.169 0.0 0.0 0.0
H -1.122 3.552 -3.483 0.1 -0.1 -0.1
H 0.379 1.628 -4.211 0.0 0.0 -0.1
H -0.852 1.151 -3.239 -0.3 -0.1 -0.3


[4]
48
Properties=species:S:1:pos:R:3:forces:R:3 method="wB97M-V/def2-TZVPD" homo_lumo_gap_ev=3.1 e_lumo_ev=-6.20 charge=+1 homo_energy_ev=-9.282 largest_force_ev_per_a=2.6
F 4.560 -0.681 2.981 -1.2 1.0 -1.1
C 3.715 0.025 2.165 1.0 -0.6 0.6
C 4.183 0.433 0.916 -0.1 0.1 0.0
C 3.331 1.179 0.120 -0.3 0.1 0.0
C 2.004 1.527 0.533 0.7 -0.3 0.3
C 1.249 2.310 -0.385 -0.7 -0.1 0.3
C -0.086 2.799 -0.340 0.0 0.3 -0.2
C -0.562 3.443 -1.528 0.0 0.0 0.1
C -1.840 3.964 -1.627 0.2 -0.1 0.0
C -2.677 3.850 -0.515 -1.3 0.6 -0.4
F -3.950 4.350 -0.600 2.0 -0.8 0.2
C -2.276 3.249 0.678 0.7 -0.3 0.3
C -0.986 2.737 0.767 -0.5 0.2 -0.2
C 1.576 1.045 1.808 0.3 -0.2 -0.1
C 2.428 0.308 2.624 -0.4 0.3 -0.2
H 5.186 0.171 0.581 -0.3 0.0 0.2
H 3.662 1.509 -0.866 0.0 -0.1 0.3
H 1.771 2.525 -1.321 -0.1 0.0 0.2
H 0.116 3.508 -2.381 -0.2 0.0 0.2
H -2.187 4.445 -2.540 0.0 -0.1 0.3
H -2.961 3.185 1.523 0.2 0.1 -0.3
H -0.669 2.296 1.706 -0.3 0.3 -0.3
H 0.565 1.230 2.152 0.4 -0.2 0.0
H 2.096 -0.048 3.600 0.2 0.1 -0.3
C 4.802 6.652 2.626 0.4 -0.4 0.0
S 3.972 5.321 1.660 -0.5 0.7 1.1
C 4.005 4.057 2.983 0.1 0.3 -0.5
C 2.332 5.817 1.761 -0.4 -1.2 0.4
C 1.760 6.815 0.964 -0.3 0.6 -1.0
C 0.424 7.293 1.234 0.7 -0.1 -0.3
C -0.150 8.267 0.445 0.3 0.2 -0.6
C 0.568 8.801 -0.652 0.7 -1.0 0.7
N -0.035 9.790 -1.480 -1.1 1.8 -1.5
O 0.612 10.228 -2.460 -1.0 -0.8 1.7
O -1.190 10.187 -1.200 2.0 -0.8 -0.4
C 1.879 8.351 -0.940 -0.7 0.3 0.0
C 2.468 7.388 -0.149 -0.6 0.0 0.5
H 4.796 7.569 2.029 -0.1 -0.3 0.1
H 4.216 6.777 3.543 0.1 0.0 -0.3
H 5.829 6.339 2.851 -0.1 0.2 -0.1
H 3.440 3.190 2.631 0.1 0.2 0.1
H 5.053 3.790 3.170 -0.3 0.1 0.0
H 3.543 4.511 3.866 0.1 -0.2 -0.2
H 1.752 5.362 2.560 0.3 0.2 0.1
H -0.122 6.889 2.090 0.2 0.1 -0.3
H -1.153 8.649 0.636 0.3 -0.1 0.0
H 2.400 8.783 -1.793 -0.1 -0.1 0.2
H 3.479 7.044 -0.376 -0.2 0.1 0.0